A structure of composition C33H77N6NiO13, computed with the ωB97M-V functional and the def2-TZVPD basis.

```
130
Properties=species:S:1:pos:R:3:lowdin_spin:R:1
Ni -2.13 2.09 3.97 2.5079
C -0.24 -1.44 2.25 0.0041
C -0.47 0.05 1.77 0.0172
C -0.64 0.07 0.21 0.0044
O -1.47 0.77 2.47 0.2570
H -0.15 -1.42 3.34 0.0000
H 0.68 -1.84 1.81 0.0005
H -1.13 -2.02 2.03 0.0000
H 0.45 0.62 1.91 0.0023
H -1.66 -0.18 -0.11 0.0000
H 0.00 -0.69 -0.23 0.0008
H -0.27 1.03 -0.16 0.0000
C -1.86 5.32 -6.09 0.0000
O -1.08 4.77 -5.09 0.0000
C -0.24 5.67 -4.40 0.0000
C 0.44 4.91 -3.18 0.0000
O 1.75 4.38 -3.43 0.0000
C 2.44 3.78 -2.38 0.0000
C 3.52 2.79 -2.81 0.0000
O 2.95 1.79 -3.61 0.0000
C 2.41 0.72 -2.82 0.0000
H -2.22 4.50 -6.71 0.0000
H -1.40 6.08 -6.73 0.0000
H -2.72 5.75 -5.59 0.0000
H -0.82 6.53 -4.09 0.0000
H 0.46 6.02 -5.16 0.0000
H -0.20 4.04 -3.01 0.0000
H 0.42 5.58 -2.32 0.0000
H 1.64 3.28 -1.82 0.0000
H 2.97 4.51 -1.76 0.0000
H 3.96 2.44 -1.88 0.0000
H 4.28 3.34 -3.36 0.0000
H 3.21 0.06 -2.48 0.0000
H 1.84 0.03 -3.44 0.0000
H 1.80 1.00 -1.96 0.0000
C 2.09 2.85 1.22 0.0005
O 3.35 2.40 0.85 0.0001
C 3.46 1.02 0.88 0.0001
C 4.89 0.50 0.49 0.0000
O 4.93 -0.89 0.84 0.0000
C 4.15 -1.85 0.10 0.0000
C 4.90 -3.17 0.18 0.0000
O 4.09 -4.29 -0.05 0.0000
C 4.54 -5.54 0.50 0.0000
H 2.02 3.93 1.20 0.0001
H 1.79 2.57 2.23 0.0005
H 1.36 2.59 0.45 0.0001
H 2.72 0.67 0.17 0.0000
H 3.16 0.61 1.85 0.0001
H 5.73 0.98 0.99 0.0000
H 5.15 0.71 -0.54 0.0000
H 4.05 -1.53 -0.94 0.0000
H 3.13 -1.88 0.47 0.0000
H 5.40 -3.27 1.14 0.0000
H 5.69 -3.06 -0.55 0.0000
H 4.68 -5.48 1.58 0.0000
H 5.39 -5.97 -0.04 0.0000
H 3.70 -6.24 0.41 0.0000
C -0.08 -2.86 -2.70 0.0000
O -1.18 -2.59 -2.25 0.0001
N 0.99 -3.24 -1.96 0.0000
C 2.23 -3.79 -2.65 0.0000
C 0.72 -3.77 -0.65 0.0001
H 0.14 -2.63 -3.75 0.0000
H 2.23 -4.88 -2.60 0.0000
H 3.14 -3.48 -2.12 0.0000
H 2.22 -3.59 -3.72 0.0000
H -0.27 -3.52 -0.26 0.0000
H 0.58 -4.85 -0.75 0.0000
H 1.45 -3.56 0.13 0.0000
C 0.00 1.21 6.40 0.0149
O -0.67 1.71 5.47 0.1690
N 1.19 0.61 6.26 -0.0002
C 1.74 -0.17 7.34 0.0005
C 1.81 0.50 4.94 0.0009
H -0.29 1.29 7.46 0.0005
H 1.53 -1.22 7.17 0.0000
H 1.25 0.02 8.29 0.0001
H 2.83 -0.09 7.33 0.0000
H 1.33 1.08 4.15 0.0006
H 2.79 0.98 4.89 0.0001
H 1.96 -0.50 4.53 0.0000
C -2.64 -4.23 6.62 0.0000
O -3.03 -3.86 7.72 0.0000
N -1.84 -3.64 5.76 0.0000
C -1.01 -2.42 6.09 0.0003
C -1.90 -3.99 4.37 0.0000
H -3.18 -5.01 6.07 0.0000
H 0.06 -2.62 6.00 0.0000
H -1.14 -2.24 7.16 0.0000
H -1.28 -1.48 5.59 0.0006
H -2.47 -3.19 3.91 0.0000
H -0.90 -3.90 3.94 0.0000
H -2.34 -4.97 4.18 0.0000
C -4.22 -1.85 1.79 0.0007
O -5.16 -1.70 2.54 0.0022
N -4.30 -2.53 0.61 0.0000
C -3.12 -2.99 -0.03 0.0000
C -5.49 -3.05 0.01 0.0000
H -3.23 -1.43 2.03 0.0007
H -2.30 -2.33 0.25 0.0000
H -3.30 -3.01 -1.10 0.0000
H -2.85 -3.99 0.32 0.0000
H -5.88 -2.42 -0.79 0.0000
H -5.37 -4.06 -0.40 0.0000
H -6.26 -3.10 0.79 0.0000
C -3.10 1.47 -5.55 0.0000
O -3.74 1.03 -6.47 0.0000
N -2.16 0.69 -4.93 0.0000
C -1.98 -0.72 -5.24 0.0000
C -1.37 1.25 -3.87 0.0000
H -3.17 2.49 -5.15 0.0000
H -2.13 -1.41 -4.41 0.0000
H -0.93 -0.75 -5.53 0.0000
H -2.55 -1.03 -6.11 0.0000
H -1.52 2.33 -3.81 0.0000
H -1.66 0.73 -2.95 0.0000
H -0.30 1.06 -4.02 0.0000
C -3.43 4.44 -2.51 0.0001
O -3.93 3.94 -3.53 0.0001
N -3.20 3.80 -1.33 0.0003
C -2.45 4.44 -0.24 0.0037
C -3.45 2.39 -1.27 0.0003
H -3.05 5.47 -2.40 0.0000
H -2.20 5.47 -0.49 0.0001
H -1.51 3.92 -0.07 0.0005
H -3.05 4.38 0.67 0.0072
H -3.88 2.13 -0.30 0.0005
H -4.14 1.97 -2.00 0.0000
H -2.51 1.86 -1.42 0.0000
```

Computed properties:
Lowest unoccupied orbital energy (alpha / beta), Eh: 0.0007 / -0.0311
Spin multiplicity: 4
E_HOMO (alpha / beta), eV: -7.01 / -8.38
Orbital gap (alpha / beta), eV: 7.028 / 7.537

***

A structure of composition C29H84O14V, computed with the ωB97M-V functional and the def2-TZVPD basis.

```
128
Properties=species:S:1:pos:R:3:lowdin_spin:R:1
V 2.88 2.25 0.94 2.9341
O 0.10 -0.69 -0.44 0.0003
H 0.66 -0.36 0.26 0.0003
H -0.74 -0.93 -0.04 0.0000
H 0.01 0.01 -1.10 0.0000
C 2.28 -0.68 3.55 0.0012
C 2.43 -0.43 2.08 0.0047
C 2.45 -1.74 1.32 0.0001
O 1.54 0.51 1.48 0.0209
H 1.28 -1.02 3.79 0.0002
H 2.38 0.27 4.08 0.0009
H 2.99 -1.43 3.91 0.0000
H 3.40 0.07 2.00 0.0019
H 1.44 -2.14 1.41 0.0000
H 3.10 -2.53 1.68 0.0000
H 2.66 -1.72 0.25 0.0000
C 4.01 0.48 -1.82 0.0029
C 5.19 0.74 -0.97 0.0019
C 6.36 1.20 -1.94 -0.0005
O 4.95 1.51 0.23 -0.0016
H 3.54 1.47 -1.86 0.0012
H 3.33 -0.19 -1.30 0.0009
H 4.30 0.13 -2.82 0.0003
H 5.37 -0.26 -0.57 -0.0001
H 6.00 2.02 -2.57 0.0000
H 6.70 0.39 -2.58 0.0000
H 7.22 1.57 -1.37 0.0001
C 1.79 5.82 -0.94 0.0013
C 2.31 4.41 -1.47 0.0020
C 3.87 4.59 -1.62 0.0010
O 1.90 3.28 -0.77 0.0236
H 0.72 5.78 -0.74 0.0001
H 1.97 6.71 -1.55 0.0001
H 2.00 6.11 0.09 0.0005
H 1.91 4.33 -2.48 -0.0006
H 4.19 5.56 -2.01 0.0001
H 4.38 3.96 -2.35 0.0001
H 4.28 4.45 -0.62 0.0012
C 3.08 1.01 -5.42 0.0000
C 3.58 0.54 -6.75 0.0000
O 3.02 -0.70 -7.06 0.0000
H 3.03 0.29 -4.61 0.0000
H 2.07 1.41 -5.57 0.0000
H 3.65 1.85 -5.03 0.0000
H 4.67 0.52 -6.73 0.0000
H 3.35 1.29 -7.51 0.0000
H 3.52 -1.35 -6.56 0.0000
C 1.74 -2.47 -3.68 0.0000
C 2.34 -3.68 -3.06 0.0000
O 1.51 -4.11 -1.99 0.0000
H 2.24 -2.12 -4.59 0.0000
H 1.66 -1.64 -2.99 0.0000
H 0.69 -2.58 -3.98 0.0000
H 3.38 -3.62 -2.75 0.0000
H 2.32 -4.52 -3.76 0.0000
H 1.02 -4.90 -2.21 0.0000
C -2.74 -3.73 2.87 0.0000
C -1.65 -2.77 2.61 0.0000
O -0.86 -3.14 1.54 0.0000
H -2.46 -4.66 3.37 0.0000
H -3.05 -3.98 1.86 0.0000
H -3.59 -3.34 3.44 0.0000
H -1.14 -2.70 3.57 0.0000
H -2.16 -1.83 2.42 0.0000
H -0.71 -4.08 1.66 0.0000
C -1.66 0.91 -3.71 0.0000
C -0.18 1.08 -3.60 0.0000
O 0.32 1.10 -2.33 0.0001
H -2.07 0.06 -3.18 0.0000
H -1.98 0.78 -4.75 0.0000
H -2.16 1.78 -3.27 0.0000
H 0.15 2.00 -4.08 0.0000
H 0.11 0.30 -4.29 0.0000
H 0.60 2.00 -2.13 -0.0001
C -0.58 0.85 5.63 0.0000
C -0.81 1.94 6.70 0.0000
O -1.64 1.35 7.73 0.0000
H 0.23 0.24 6.04 0.0000
H -0.32 1.19 4.63 0.0000
H -1.45 0.22 5.46 0.0000
H -1.35 2.74 6.20 0.0000
H 0.07 2.51 7.00 0.0000
H -1.18 0.57 8.05 0.0000
C -5.29 -0.23 2.60 0.0000
C -6.07 -0.54 3.81 0.0000
O -6.64 0.68 4.35 0.0000
H -4.65 0.61 2.85 0.0000
H -5.81 0.08 1.69 0.0000
H -4.66 -1.08 2.34 0.0000
H -5.54 -0.98 4.65 0.0000
H -6.88 -1.24 3.61 0.0000
H -6.92 1.22 3.61 0.0000
C 1.71 -5.79 3.34 0.0000
C 1.63 -5.53 1.87 0.0000
O 0.42 -6.00 1.35 0.0000
H 2.22 -6.74 3.50 0.0000
H 0.70 -5.84 3.75 0.0000
H 2.31 -4.99 3.76 0.0000
H 2.52 -5.91 1.36 0.0000
H 1.71 -4.50 1.53 0.0000
H 0.32 -5.73 0.43 0.0000
C -5.97 2.63 -1.97 0.0000
C -4.61 2.70 -1.31 0.0000
O -4.45 3.98 -0.78 0.0000
H -5.94 1.81 -2.68 0.0000
H -6.19 3.49 -2.60 0.0000
H -6.77 2.29 -1.31 0.0000
H -3.85 2.69 -2.09 0.0000
H -4.28 2.00 -0.54 0.0000
H -4.19 4.68 -1.39 0.0000
C -3.46 -2.31 -1.34 0.0000
C -3.66 -0.89 -0.80 0.0000
O -2.53 -0.63 0.02 0.0000
H -2.85 -2.96 -0.71 0.0000
H -2.89 -2.30 -2.26 0.0000
H -4.39 -2.84 -1.56 0.0000
H -4.57 -0.86 -0.20 0.0000
H -3.80 -0.33 -1.72 0.0000
H -2.79 -0.23 0.85 0.0000
C -1.43 2.61 0.67 0.0003
C -1.85 2.20 2.11 0.0000
O -1.54 0.84 2.30 0.0000
H -1.75 1.82 -0.01 0.0000
H -0.35 2.68 0.59 0.0005
H -1.93 3.54 0.37 0.0000
H -2.88 2.41 2.39 0.0000
H -1.31 2.70 2.92 0.0000
H -0.59 0.71 2.32 -0.0001
```

Computed properties:
Lowest unoccupied orbital energy (alpha / beta), Eh: 0.0060 / -0.0025
Spin multiplicity: 4
E_HOMO (alpha / beta), eV: -7.54 / -7.72
Energy relative to the best compared isomer or geometry (same formula, charge and spin), kcal per mole: 48.5
Orbital gap (alpha / beta), eV: 7.703 / 7.650

***

A structure of composition C8H10ClIS, computed with the ωB97M-V functional and the def2-TZVPD basis.

```
21
Properties=species:S:1:pos:R:3:lowdin_charge:R:1
C 2.39 -1.04 1.18 -0.2009
C 1.74 -0.96 -0.13 -0.1126
C 1.59 -0.99 2.27 -0.3707
C 0.36 -1.05 0.00 -0.5896
C -2.81 0.95 -1.04 -0.0935
C -0.70 -1.02 -1.03 -0.1098
C -0.42 1.62 -0.27 -0.6787
C -1.29 0.83 -1.28 -0.8315
S -0.10 -0.93 1.73 0.9769
Cl -0.84 1.08 -2.97 0.6169
I -0.77 3.74 -0.50 0.8040
H 3.40 -1.43 1.25 0.0992
H 2.15 -1.07 -1.16 0.1246
H 1.73 -1.00 3.33 0.0552
H -2.90 1.94 -0.68 0.0080
H -3.17 0.80 -1.96 0.0230
H -3.01 0.25 -0.31 0.0573
H -1.54 -1.56 -0.43 0.1058
H -0.45 -1.56 -1.93 0.0803
H 0.54 1.20 -0.58 0.0412
H -0.61 1.32 0.74 -0.0052
```

Computed properties:
Lowest unoccupied orbital energy, Eh: 0.0153
E_HOMO, eV: -8.69
Energy relative to the best compared isomer or geometry (same formula, charge and spin), kcal per mole: 19.5
Orbital gap, eV: 9.112

***

A structure of composition C24H55AsF6N10OSn, computed with the ωB97M-V functional and the def2-TZVPD basis.

```
98
Properties=species:S:1:pos:R:3:lowdin_spin:R:1
Sn -0.48 0.42 -0.12 0.2476
C 0.45 -0.48 -5.89 0.0003
N 0.96 -0.61 -4.53 0.0007
C 1.92 -1.72 -4.47 0.0000
C 0.06 -0.59 -3.43 0.0023
N 0.49 -0.29 -2.24 0.0353
C 1.87 0.14 -2.06 0.0026
C 2.51 -0.77 -1.03 0.0062
N 1.86 -0.48 0.26 0.0944
C 2.61 0.56 0.98 0.0048
C 1.69 1.37 1.87 0.0082
N 0.79 2.15 1.02 0.1106
C 0.61 3.42 1.36 0.0088
N 0.84 3.87 2.61 0.0111
C 1.27 5.24 2.87 0.0011
C 0.54 3.11 3.82 0.0014
N 0.27 4.34 0.43 0.0018
C -0.65 5.42 0.72 0.0004
C 0.79 4.28 -0.93 -0.0003
C 1.66 -1.67 1.09 0.0057
C 0.54 -2.55 0.57 0.0044
N -0.81 -2.01 0.63 0.1420
C -1.59 -2.55 1.55 0.0161
N -1.10 -3.06 2.73 0.0167
C -0.27 -2.27 3.63 0.0018
C -1.57 -4.32 3.27 0.0013
N -2.90 -2.76 1.35 0.0157
C -3.87 -2.76 2.44 0.0018
C -3.47 -2.86 0.03 0.0008
N -1.23 -1.00 -3.67 -0.0005
C -1.94 -1.63 -2.58 0.0002
C -2.12 -0.22 -4.53 0.0004
H 1.30 -0.58 -6.56 0.0001
H 0.01 0.49 -6.06 0.0000
H -0.28 -1.27 -6.14 0.0000
H 1.48 -2.62 -4.91 0.0000
H 2.20 -1.94 -3.45 0.0000
H 2.81 -1.45 -5.03 0.0000
H 1.85 1.16 -1.66 -0.0001
H 2.44 0.18 -2.98 0.0008
H 3.59 -0.63 -0.97 0.0023
H 2.33 -1.81 -1.30 0.0001
H 3.01 1.24 0.23 0.0001
H 3.45 0.13 1.53 0.0017
H 2.30 2.00 2.51 0.0009
H 1.11 0.71 2.53 0.0022
H 1.72 5.67 1.98 0.0001
H 2.02 5.22 3.66 0.0000
H 0.45 5.87 3.20 0.0006
H -0.07 2.24 3.58 0.0000
H -0.04 3.75 4.49 0.0006
H 1.45 2.80 4.33 0.0005
H -1.19 5.21 1.65 0.0001
H -1.39 5.49 -0.08 0.0001
H -0.15 6.39 0.80 0.0001
H 1.12 3.28 -1.17 -0.0004
H 1.62 4.97 -1.05 0.0000
H 0.01 4.57 -1.63 0.0000
H 1.42 -1.32 2.09 0.0006
H 2.59 -2.25 1.16 0.0015
H 0.61 -3.50 1.10 0.0033
H 0.75 -2.78 -0.48 -0.0002
H -0.22 -1.25 3.28 -0.0002
H 0.74 -2.68 3.73 0.0006
H -0.73 -2.26 4.62 0.0008
H -2.11 -4.87 2.51 0.0001
H -2.21 -4.19 4.15 0.0008
H -0.70 -4.92 3.58 0.0003
H -3.42 -2.37 3.35 0.0001
H -4.25 -3.77 2.62 0.0005
H -4.70 -2.12 2.16 0.0005
H -2.70 -3.18 -0.66 0.0000
H -3.90 -1.92 -0.31 0.0004
H -4.26 -3.61 0.05 0.0002
H -2.73 -2.25 -3.02 0.0000
H -2.41 -0.91 -1.91 0.0007
H -1.27 -2.27 -2.01 -0.0004
H -1.63 0.67 -4.92 0.0001
H -2.97 0.11 -3.94 0.0001
H -2.49 -0.82 -5.37 0.0001
F -1.49 0.27 2.82 0.0189
As -2.98 1.22 2.66 0.0031
F -2.05 2.31 1.63 0.0102
F -3.29 0.27 1.22 0.0107
F -4.37 2.19 2.39 0.0002
F -3.86 0.10 3.61 0.0003
F -2.53 2.10 4.07 0.0003
C -3.98 2.02 -1.35 -0.0003
C -2.53 2.44 -1.49 0.0086
C -2.32 3.18 -2.81 0.0089
O -1.65 1.31 -1.47 0.1726
H -4.62 2.91 -1.33 0.0000
H -4.15 1.46 -0.44 0.0000
H -4.29 1.41 -2.21 -0.0001
H -2.30 3.10 -0.65 0.0013
H -2.80 2.63 -3.62 0.0000
H -1.26 3.26 -3.05 0.0002
H -2.76 4.17 -2.77 0.0018
```

Computed properties:
Charge: +1
Lowest unoccupied orbital energy (alpha / beta), Eh: -0.0633 / -0.1532
Spin multiplicity: 2
E_HOMO (alpha / beta), eV: -9.96 / -11.45
Orbital gap (alpha / beta), eV: 8.242 / 7.277

***

A cluster of 2 separate species, C5H10O2 in total, computed with the ωB97M-V functional and the def2-TZVPD basis.

```
17
Properties=species:S:1:pos:R:3:lowdin_charge:R:1
C -1.81 0.04 -1.16 -0.0612
O -1.48 0.09 0.10 -0.0653
C -0.33 0.39 0.60 -0.2775
C 0.11 0.13 2.01 -0.0965
O 1.45 -0.11 1.52 -0.0818
C 1.06 0.05 0.13 -0.3145
C 1.26 -1.24 -0.66 -0.0297
H -1.10 2.19 -1.11 0.0729
H -1.03 0.00 -1.91 0.0649
H -2.85 -0.20 -1.35 0.0693
H -0.65 2.27 -0.50 0.0768
H -0.32 -0.76 2.50 0.1269
H 0.08 0.97 2.71 0.1197
H 1.63 0.87 -0.33 0.1425
H 1.00 -1.11 -1.71 0.0742
H 2.31 -1.53 -0.60 0.0859
H 0.65 -2.05 -0.24 0.0935
```

Computed properties:
Lowest unoccupied orbital energy (alpha / beta), Eh: 0.0268 / 0.0267
E_HOMO (alpha / beta), eV: -7.46 / -7.61
Energy relative to the best compared isomer or geometry (same formula, charge and spin), kcal per mole: 148.1
Orbital gap (alpha / beta), eV: 8.192 / 8.338

***

Short version: energy = -112062.0728, -85780.5640, -39914.0204, -125701.1305, -9436.6226 eV, in the order given.